# C23H25AsIN2O2PdS2

A molecular structure, C23H25AsIN2O2PdS2 at a distorted geometry (wB97M-V/def2-TZVPD, the Open Molecules 2025 dataset).

Each line ends with the natural charge from an NBO analysis.
Geometry (Å):
Pd -0.046027 -0.399765 0.169423  0.732
C -2.292880 3.394479 -0.823595  -0.646
C -1.808188 3.353955 0.593259  0.184
N -2.256798 4.223101 1.456981  -0.380
C -1.870271 4.169104 2.748501  -0.005
C -1.114243 3.145516 3.248074  -0.053
C -0.734130 3.147232 4.712037  -0.096
O 0.662265 2.967021 4.932006  -0.728
C -0.631889 2.161148 2.343900  -0.161
C 0.077628 1.030285 2.862688  0.183
N 0.662168 0.088657 2.198063  -0.542
C 1.450982 -0.823852 2.936562  0.175
C 2.235999 -0.383432 4.007984  -0.237
C 3.037053 -1.260464 4.717042  -0.176
C 3.079067 -2.606268 4.382709  -0.191
C 2.318753 -3.067302 3.319775  -0.223
C 1.541071 -2.170742 2.610043  -0.187
I 0.401572 -2.922637 0.999566  0.326
C -0.862533 2.333611 0.966362  0.357
O -0.292781 1.647148 0.023860  -0.680
H -2.952024 4.247658 -0.958692  0.240
H -2.838506 2.476642 -1.052650  0.220
H -1.452081 3.454515 -1.516627  0.227
H -2.214698 4.976670 3.383455  0.201
H -1.227044 2.323747 5.232125  0.191
H -1.080661 4.079123 5.161485  0.193
H 1.127328 3.758455 4.640142  0.478
H 0.096614 0.952698 3.945554  0.210
H 2.222070 0.668638 4.265009  0.244
H 3.636504 -0.886393 5.535964  0.235
H 3.709538 -3.293700 4.929250  0.235
H 2.331839 -4.114248 3.048893  0.232
S -2.174090 -0.734874 -0.887776  0.011
C -1.945533 0.082020 -2.366805  -0.187
C -3.081417 0.516089 -3.084175  -0.240
C -2.944589 1.135956 -4.296641  -0.129
C -1.671032 1.333879 -4.877486  -0.218
C -0.552742 0.911611 -4.225404  -0.210
C -0.656352 0.295477 -2.949444  -0.199
S 0.762939 -0.189427 -2.182321  0.201
H -4.060686 0.352350 -2.655506  0.239
H -3.831321 1.474700 -4.816516  0.233
H -1.583706 1.815883 -5.841446  0.235
H 0.427112 1.049845 -4.662357  0.232
C 2.674918 -2.807972 -2.532300  -0.961
As 0.737364 -2.807211 -2.722578  1.098
C 0.630503 -2.702130 -4.663028  -0.952
C 0.387700 -4.715988 -2.447541  -0.913
H 3.088713 -3.607753 -3.146287  0.236
H 2.967178 -2.969743 -1.495742  0.244
H 3.073570 -1.853749 -2.870244  0.249
H 1.289498 -3.456946 -5.090917  0.242
H 0.952318 -1.716340 -4.992809  0.247
H -0.388715 -2.879140 -5.001735  0.247
H 1.090360 -5.271865 -3.066626  0.245
H -0.633711 -4.946806 -2.741927  0.249
H 0.526015 -4.978462 -1.401538  0.240

Cartesian forces (eV/Å) of the 3 atoms listed first:
-0.36 1.31 1.86
0.12 0.09 0.03
0.28 -0.22 -0.04

Its max |F| is 2.30 eV Å⁻¹. Its multiplicity is 1. Its HOMO-LUMO gap (alpha / beta) is 5.11 / 5.10 eV. The calculation puts the highest occupied orbital energy (alpha / beta) at -10.45 / -10.49 eV. As for the charge: +1.

---

# C16H49N15O9

9 unconnected molecules or ions with the total composition C16H49N15O9 at a distorted geometry (wB97M-V/def2-TZVPD, the Open Molecules 2025 dataset).

Each line ends with the Mulliken spin population.
Geometry (Å):
C 2.746805 0.799921 -4.137128  0.000
O 1.986128 1.168879 -3.252530  0.000
N 3.358420 -0.342708 -4.430675  0.000
N 3.130444 1.647370 -5.083675  0.000
H 3.840638 -0.253436 -5.313625  0.000
H 3.229742 -1.127586 -3.808176  0.000
H 2.926865 2.636153 -5.052877  0.000
H 3.681057 1.409734 -5.896356  0.000
C -3.493287 0.350006 -2.450933  0.000
O -3.915123 1.110699 -1.605069  0.000
N -4.153757 0.150704 -3.523321  0.000
N -2.298597 -0.259612 -2.394264  0.000
H -3.797911 -0.416638 -4.279350  0.000
H -5.086897 0.535173 -3.562676  0.000
H -1.598145 0.008190 -1.717700  0.000
H -1.879755 -0.833243 -3.112337  0.000
C 1.880984 1.595653 3.217640  -0.004
O 2.069960 2.807601 3.290294  0.007
N 1.728730 0.728679 4.272880  0.005
N 1.474783 1.055803 2.169331  0.001
H 1.583717 -0.229694 3.988979  0.005
H 2.067059 1.161262 5.120534  0.000
H 1.107537 0.128954 2.331119  0.004
H 1.647613 1.552588 1.307105  -0.001
C -1.465261 3.842681 -0.053816  0.000
O -1.117865 5.034985 -0.097484  0.000
N -1.012796 2.953288 0.784648  0.000
N -2.316981 3.323543 -0.928464  0.000
H -1.218735 1.975237 0.639366  0.000
H -0.458358 3.207247 1.589766  0.000
H -2.367169 3.951300 -1.718081  0.000
H -2.595427 2.356205 -0.845875  0.000
C 3.458372 -1.696238 -0.895903  0.000
O 3.429226 -2.848535 -0.592666  0.000
N 4.434304 -1.246031 -1.591389  0.000
N 2.696067 -0.795696 -0.486074  0.000
H 4.770359 -0.297839 -1.681337  0.000
H 4.882575 -1.863669 -2.252953  0.000
H 2.023996 -1.252506 0.113714  0.000
H 2.907282 0.161083 -0.731167  0.000
C -0.616986 -0.668549 -5.651392  0.000
O -0.695041 -1.820863 -5.298118  0.000
N -0.185306 0.338692 -4.985842  0.000
N -1.121643 -0.311920 -6.768625  0.000
H 0.147899 1.171523 -5.450043  0.000
H 0.221896 0.147143 -4.081628  0.000
H -1.185955 0.571453 -7.254037  0.000
H -1.396010 -1.157577 -7.247884  0.000
C 1.969061 3.667470 -0.744926  0.000
O 2.031378 2.525938 -0.178689  0.000
N 1.774925 4.774035 -0.083942  0.000
N 2.154434 3.849443 -2.007647  0.000
H 1.447720 5.528974 -0.669694  0.000
H 1.400647 4.749455 0.853833  0.000
H 2.259771 3.005098 -2.551781  0.000
H 2.171922 4.744342 -2.475565  0.000
C 0.769391 -2.418230 5.074250  0.043
C -0.455415 -2.759975 4.221956  -0.004
C -1.749306 -2.587249 5.180872  0.010
C -3.016160 -2.358265 4.439413  -0.007
C -2.995644 -1.199749 3.398735  0.009
C -1.803058 -1.369027 2.408016  0.002
N -0.515168 -1.769232 3.074833  0.699
O 0.509519 -2.013632 2.119061  0.009
C -2.181844 -2.372007 1.367981  0.075
C -1.670877 0.018496 1.797591  0.066
C -0.395442 -4.229682 3.777579  0.068
H 0.886470 -3.142823 5.880071  0.000
H 0.790599 -1.435951 5.546238  -0.005
H 1.649115 -2.509061 4.437115  -0.002
H -1.866724 -3.498228 5.767756  0.000
H -1.713257 -1.809270 5.943470  0.000
H -3.808255 -2.271177 5.183116  0.000
H -3.233377 -3.195381 3.775976  0.001
H -2.941282 -0.276738 3.975980  -0.001
H -3.954633 -1.115276 2.887559  0.000
H -3.155437 -2.233296 0.897885  0.004
H -1.492521 -2.354327 0.523820  0.001
H -2.004542 -3.355517 1.803135  0.001
H -2.628620 0.263361 1.338391  -0.001
H -1.348084 0.799712 2.485784  0.000
H -0.882034 0.125777 1.053063  -0.014
H -1.332710 -4.667434 3.434041  0.003
H -0.106059 -4.754868 4.687827  -0.001
H 0.356278 -4.411243 3.009428  0.000
H 0.204179 -2.814747 1.687099  0.027
O 0.159288 0.571350 -1.312275  -0.001
H 0.919644 0.550066 -1.893339  0.000
H 0.340654 1.289459 -0.705920  0.000

Cartesian forces (eV/Å) of the 3 atoms listed first:
0.54 0.70 -0.86
0.01 -0.81 0.96
-0.58 -1.40 1.26

Its max |F| is 7.74 eV Å⁻¹. Its multiplicity is 2. Its HOMO-LUMO gap (alpha / beta) is 8.88 / 3.81 eV. The calculation puts the highest occupied orbital energy (alpha / beta) at -11.08 / -11.08 eV. As for the charge: +1.

---

# C2H6N4S

3 unconnected molecules or ions with the total composition C2H6N4S at a distorted geometry (wB97M-V/def2-TZVPD, the Open Molecules 2025 dataset).

Each line ends with the natural charge from an NBO analysis.
Geometry (Å):
C 1.526895 -0.803058 -0.034531  0.313
C -0.875167 -0.896749 0.387755  0.278
H 0.573008 2.059735 -0.876416  0.399
H 1.197353 2.072528 1.302491  0.371
H 2.497767 0.743208 -0.818224  0.367
H 2.339899 -1.445952 -0.455030  0.184
H -1.176026 -1.343540 1.392099  0.159
H -4.307951 -1.047851 -0.848945  0.087
N 0.773793 1.448017 0.124913  -0.694
N 1.912021 0.579228 0.007271  -0.485
N 0.374221 -1.361318 0.185820  -0.490
N -1.679790 -0.452801 -0.487775  -0.614
S -3.156022 0.448558 0.120576  0.126

Cartesian forces (eV/Å) of the 3 atoms listed first:
-1.79 -0.19 -0.94
-1.12 -1.21 2.55
1.17 -1.70 4.11

Its max |F| is 5.67 eV Å⁻¹. Its multiplicity is 1. Its HOMO-LUMO gap is 7.29 eV. The calculation puts the highest occupied orbital energy at -8.26 eV. As for the charge: 0.

---

# C2H4INS2

2 unconnected molecules or ions with the total composition C2H4INS2 at a distorted geometry (wB97M-V/def2-TZVPD, the Open Molecules 2025 dataset).

Each line ends with the natural charge from an NBO analysis.
Geometry (Å):
C -0.713875 -0.767066 -0.571043  -0.261
C -1.251602 0.483521 0.010407  0.033
N 0.013569 0.477860 -0.155807  -0.341
S -0.434775 -2.207997 0.497789  -0.078
S -2.583124 1.258622 0.770979  0.102
I 3.665117 1.106253 -0.217117  -0.102
H -0.573018 -1.017468 -1.633500  0.217
H 3.334683 -0.306056 -0.970092  0.103
H 0.537141 -1.601779 1.417818  0.158
H -1.994119 2.574106 0.850562  0.168

Cartesian forces (eV/Å) of the 3 atoms listed first:
0.72 0.42 0.56
1.48 -1.05 -0.63
-1.37 0.54 0.29

Its max |F| is 2.46 eV Å⁻¹. Its multiplicity is 1. Its HOMO-LUMO gap is 9.42 eV. The calculation puts the highest occupied orbital energy at -9.06 eV. As for the charge: 0. As for the SMILES: SC1=N[C@H]1S.I.

---

# C2H3F2N3

A single C2H3F2N3 molecule at a distorted geometry (wB97M-V/def2-TZVPD, the Open Molecules 2025 dataset).

Each line ends with the natural charge from an NBO analysis.
Geometry (Å):
C 0.992211 0.311234 0.416349  -0.210
C -1.191698 -0.245869 -0.362576  0.421
N 0.208666 1.469189 -0.029857  -0.054
N -0.854880 1.162798 -0.437178  -0.161
N 0.240485 -0.870104 0.469792  -0.079
F -2.127519 -0.402187 0.530027  -0.293
F 0.774038 -1.846910 -0.313657  -0.243
H 1.864007 0.366132 -0.372518  0.232
H 1.432751 0.718534 1.380756  0.221
H -1.338058 -0.662821 -1.281138  0.166

Cartesian forces (eV/Å) of the 3 atoms listed first:
4.03 2.07 -0.30
4.28 1.01 4.10
2.71 0.78 1.02

Its max |F| is 6.01 eV Å⁻¹. Its multiplicity is 1. Its HOMO-LUMO gap is 10.70 eV. The calculation puts the highest occupied orbital energy at -10.02 eV. As for the charge: 0. As for the SMILES: F[C@H]1N=NCN1F.